# C11H18B3N2O4P

A molecular structure, C11H18B3N2O4P (the ωB97M-V functional and the def2-TZVPD basis, the Open Molecules 2025 dataset).

Cartesian coordinates (Å):
C -2.894 -0.673 0.312
C -3.108 -1.518 1.315
B -1.966 -1.495 2.362
O -0.710 -2.054 2.184
B 0.268 -1.356 2.840
O 0.082 -0.081 3.340
B -1.259 0.280 3.432
P -1.887 2.120 3.300
C -0.583 2.861 2.218
O -1.693 2.874 4.771
O -2.147 -0.777 3.540
H -3.586 0.099 0.002
H -1.937 -0.718 -0.203
H -3.967 -2.176 1.403
H 1.336 -1.846 3.014
H 0.280 3.115 2.831
H -0.262 2.054 1.565
H -0.985 3.699 1.669
H -2.567 2.976 5.172
N 3.882 -1.281 -1.208
C 2.926 -1.569 -0.273
C 2.359 -0.389 0.124
C 2.994 0.654 -0.605
C 3.928 0.070 -1.419
H 4.462 -1.958 -1.669
H 2.734 -2.585 0.029
H 1.574 -0.281 0.852
H 2.789 1.710 -0.538
H 4.618 0.497 -2.126
N 0.420 0.005 -3.149
C 0.022 0.764 -4.214
C -1.076 0.164 -4.773
C -1.353 -1.004 -4.012
C -0.413 -1.071 -3.017
H 1.206 0.205 -2.553
H 0.551 1.663 -4.481
H -1.620 0.521 -5.631
H -2.149 -1.710 -4.175
H -0.264 -1.790 -2.228

Output
E_LUMO: -0.017 eV
orbital gap: 8.2 eV
energy: -34191.2430 eV